## w
{"formula": "C10H10N4", "method": "ωB97M-V/def2-TZVPD", "elements": ["C", "C", "C", "C", "C", "C", "C", "C", "C", "C", "N", "N", "N", "N", "H", "H", "H", "H", "H", "H", "H", "H", "H", "H"], "xyz": [[2.081, 1.963, 1.066], [2.261, 1.042, -1.159], [1.784, -1.440, 0.058], [-1.104, 0.439, -0.326], [-0.785, -0.580, 0.584], [-0.701, 1.735, -0.140], [0.292, -0.371, 1.576], [1.921, 0.890, 0.186], [-1.863, 0.091, -1.575], [-1.253, -1.976, 0.371], [2.179, 2.838, 1.808], [2.510, 1.186, -2.273], [2.045, -2.443, -0.431], [1.488, -0.318, 0.692], [-0.839, 2.470, -0.912], [-0.359, 2.117, 0.803], [0.249, 0.561, 2.140], [0.400, -1.209, 2.267], [-2.926, 0.010, -1.349], [-1.529, -0.853, -1.998], [-1.733, 0.872, -2.319], [-1.200, -2.547, 1.295], [-0.638, -2.498, -0.370], [-2.278, -1.981, 0.007]], "lowdin_charge": [-0.217, -0.197, -0.279, -0.308, -0.200, 0.116, -0.067, -0.260, -0.040, -0.042, 0.187, 0.187, 0.212, -0.020, 0.086, 0.057, 0.125, 0.139, 0.093, 0.082, 0.084, 0.088, 0.087, 0.086], "molar_mass_g_mol": 186.22, "orbital_gap_ha": [0.2744, 0.2327]}

## x
{"formula": "C10H10N4", "method": "ωB97M-V/def2-TZVPD", "elements": ["C", "C", "C", "C", "C", "C", "C", "C", "C", "C", "N", "N", "N", "N", "H", "H", "H", "H", "H", "H", "H", "H", "H", "H"], "xyz": [[-3.323, -0.988, -0.337], [-3.684, 0.358, -0.277], [-2.074, -1.443, -0.040], [-2.822, 1.377, -0.003], [-1.139, -0.489, 0.334], [-1.493, 0.983, 0.235], [0.246, -0.396, 0.499], [1.136, -1.423, 0.280], [2.479, -1.312, -0.063], [3.432, -0.212, 0.298], [-0.346, 1.702, 0.508], [0.673, 0.904, 0.706], [3.014, 0.759, -0.748], [2.345, 1.717, -0.361], [-4.089, -1.804, -0.303], [-4.687, 0.479, -0.519], [-1.854, -2.489, -0.141], [-3.103, 2.384, -0.100], [0.802, -2.367, -0.251], [2.901, -2.078, -0.781], [2.986, 0.354, 1.221], [4.473, -0.410, 0.351], [1.729, 2.119, -1.052], [2.398, 2.274, 0.545]], "lowdin_charge": [-0.117, -0.111, -0.061, -0.028, -0.104, -0.193, -0.286, -0.035, -0.105, -0.182, 0.002, -0.018, 0.004, 0.056, 0.116, 0.078, 0.101, 0.090, 0.132, 0.114, 0.132, 0.095, 0.141, 0.178], "molar_mass_g_mol": 186.22, "orbital_gap_ha": [0.2414, 0.2415]}

It comes down to w, which is 34.8 kcal/mol more stable than the next structure.

## w
{"formula": "C3H3NS2", "method": "ωB97M-V/def2-TZVPD", "elements": ["C", "C", "C", "N", "S", "S", "H", "H", "H"], "xyz": [[1.841, -1.004, -0.827], [-0.646, 1.615, 0.076], [-0.093, -1.152, 0.673], [0.890, -1.031, -0.120], [-2.078, 0.995, -0.173], [-1.782, -1.108, 0.112], [2.152, -0.155, -1.222], [-0.462, 2.709, -0.166], [0.178, -0.869, 1.647]], "lowdin_charge": [0.109, -0.501, -0.587, -0.115, 0.523, 0.513, 0.011, -0.017, 0.065], "molar_mass_g_mol": 117.20, "orbital_gap_ha": 0.2998}

## x
{"formula": "C3H3NS2", "method": "ωB97M-V/def2-TZVPD", "elements": ["C", "C", "C", "N", "S", "S", "H", "H", "H"], "xyz": [[-0.129, -0.699, 0.478], [1.072, 0.888, -1.052], [-2.595, -0.331, 0.139], [-1.252, -0.386, 0.417], [-3.676, -1.172, 0.948], [-2.752, 1.023, -0.960], [1.670, 0.048, -1.323], [1.681, 1.593, -0.432], [-3.847, 0.625, -1.724]], "lowdin_charge": [0.087, 0.103, -1.299, -0.146, 0.733, 0.768, -0.106, -0.059, -0.080], "molar_mass_g_mol": 117.20, "orbital_gap_ha": [0.2772, 0.2791]}

It comes down to w, which is 28.8 kcal/mol more stable than the next structure.

## w
{"formula": "C3H3NS2", "method": "ωB97M-V/def2-TZVPD", "elements": ["C", "C", "C", "N", "S", "S", "H", "H", "H"], "xyz": [[1.309, -0.255, 0.048], [-0.185, 0.275, 1.492], [-0.667, -0.119, -1.044], [0.686, -0.453, -0.987], [0.344, 0.634, 2.996], [-1.547, 0.313, 0.547], [2.294, -0.279, 0.318], [-0.861, 0.735, -1.709], [-1.374, -0.851, -1.660]], "lowdin_charge": [0.014, -1.143, -0.504, -0.048, 0.542, 0.883, 0.059, 0.076, 0.122], "molar_mass_g_mol": 117.20, "orbital_gap_ha": 0.2931}

## x
{"formula": "C3H3NS2", "method": "ωB97M-V/def2-TZVPD", "elements": ["C", "C", "C", "N", "S", "S", "H", "H", "H"], "xyz": [[-1.813, 1.669, 1.470], [-1.377, 1.623, 0.258], [-3.332, -0.820, -0.355], [-3.629, -0.238, -1.360], [-2.943, -1.331, 1.098], [-0.610, 1.532, -1.109], [-2.667, 1.063, 1.778], [-3.719, -0.449, -2.392], [-1.502, 2.544, 1.952]], "lowdin_charge": [-0.104, -0.792, -0.850, 0.118, 0.713, 0.722, 0.009, 0.131, 0.051], "smiles": "C=C=S.N=C=S", "molar_mass_g_mol": 117.20, "orbital_gap_ha": 0.3149}

It comes down to x, which is 22.6 kcal/mol more stable than the next structure.

## w
{"formula": "C4H10OS", "method": "ωB97M-V/def2-TZVPD", "elements": ["C", "C", "C", "C", "H", "H", "H", "H", "H", "H", "H", "H", "H", "H", "O", "S"], "xyz": [[-0.573, -1.845, 0.415], [0.198, -0.600, -0.019], [-0.806, 0.460, -0.681], [-0.336, 1.908, -0.530], [-1.302, -1.717, -0.396], [0.004, -2.675, 0.287], [-1.219, -1.747, 1.430], [0.907, -0.905, -0.745], [0.580, -0.543, 2.413], [-1.804, 0.331, -0.296], [-0.568, 2.262, 0.475], [0.753, 1.977, -0.768], [-0.855, 2.507, -1.252], [-1.423, 0.723, -2.473], [-0.905, -0.037, -2.054], [1.329, 0.034, 1.416]], "lowdin_charge": [-0.129, -0.579, -0.427, -0.081, 0.066, 0.036, 0.132, 0.075, -0.145, 0.124, 0.075, 0.091, 0.061, 0.119, -0.083, 0.665], "smiles": "C[C@H](S)[C@@H](C)O", "molar_mass_g_mol": 106.19, "orbital_gap_ha": 0.3650}

## x
{"formula": "C4H10OS", "method": "ωB97M-V/def2-TZVPD", "elements": ["C", "C", "S", "H", "H", "H", "H", "H", "H", "C", "C", "O", "H", "H", "H", "H"], "xyz": [[0.520, 2.866, 0.098], [1.148, 1.682, -0.625], [2.205, 0.792, 0.537], [0.099, 3.552, -0.660], [-0.375, 2.636, 0.678], [1.194, 3.582, 0.566], [1.715, 2.093, -1.456], [0.342, 1.100, -1.073], [2.790, -0.034, -0.342], [-1.285, -3.143, -0.557], [-1.596, -2.610, 0.612], [-1.195, -1.351, 0.984], [-1.337, -4.212, -0.673], [-0.754, -2.576, -1.307], [-2.346, -3.041, 1.272], [-1.124, -1.337, 1.946]], "lowdin_charge": [-0.210, -0.641, 0.678, 0.071, 0.069, 0.065, 0.062, 0.067, -0.157, 0.005, -0.286, -0.033, 0.049, 0.056, 0.108, 0.096], "smiles": "C=CO.CCS", "molar_mass_g_mol": 106.19, "orbital_gap_ha": 0.3567}

It comes down to w, which is 8.8 kcal/mol more stable than the next structure.